(1)
This record from OMol25 describes a structure of composition C8H7NO2 at a distorted geometry. The level of theory is the ωB97M-V functional and the def2-TZVPD basis.

Max |F| = 15.85 eV Å⁻¹
Calculated total energy = -514.02318 Ha
Total charge = 0
Energy above the lowest of the compared OMol25 structures with the same formula, charge and spin = 7.575 eV
Orbital gap = 8.51 eV

Cartesian coordinates (Å):
C: 1.75704 0.65270 -0.08922
C: 0.54900 1.37061 -0.06667
C: -0.71389 0.76895 0.01499
C: -2.18392 1.18201 -0.06811
C: -2.85257 -0.05197 0.00692
C: -0.74223 -0.61362 -0.09508
C: 0.50805 -1.45029 -0.03427
C: 1.56290 -0.69623 -0.02330
H: 3.47374 0.74265 -0.34364
H: 0.37336 2.70146 0.12863
H: -2.42094 1.98988 0.17169
H: -4.11990 -0.03400 0.22127
H: -2.04828 -2.21871 -0.27316
H: 0.19446 -2.37626 -0.10000
H: 3.06549 -0.85534 0.64247
N: -2.07340 -1.05372 -0.05129
O: 2.84391 1.24677 -0.04571
O: 2.82717 -1.30489 0.00450

---

(2)
This record from OMol25 describes a cluster of 2 separate species, C22H24F3N2 in total at a distorted geometry. The level of theory is the ωB97M-V functional and the def2-TZVPD basis.

Max |F| = 2.51 eV Å⁻¹
Calculated total energy = -1261.60629 Ha
Total charge = +1
Energy above the lowest of the compared OMol25 structures with the same formula, charge and spin = 0.567 eV
Orbital gap = 6.37 eV

Cartesian coordinates (Å):
C: -2.22996 -3.31346 3.12319
N: -1.47600 -2.14864 2.68396
C: -0.80258 -2.01035 1.50510
C: -0.18689 -0.73595 1.45876
C: 0.63253 -0.32616 0.39472
C: 1.24627 0.96955 0.33550
C: 0.46979 2.12979 0.59378
C: 1.05427 3.37927 0.67566
C: 2.44171 3.54306 0.54843
C: 3.04303 4.90099 0.68105
C: 3.22210 2.40651 0.27042
C: 2.63928 1.15956 0.11324
C: -0.52063 -0.07260 2.73943
C: -0.11832 1.06259 3.44046
C: -0.68485 1.36098 4.69178
C: -1.59144 0.48827 5.31168
C: -1.91984 -0.72288 4.68135
C: -1.35420 -0.98540 3.44209
H: -2.67330 -3.08279 4.09287
H: -3.02875 -3.54760 2.40972
H: -1.57945 -4.18996 3.23246
H: -0.68907 -2.81906 0.77539
H: 0.93319 -1.10355 -0.30898
H: -0.59292 2.00703 0.81605
H: 0.43437 4.26173 0.87067
H: 4.12256 4.88381 0.50597
H: 2.60300 5.61017 -0.03270
H: 2.87577 5.32239 1.68097
H: 4.31354 2.52629 0.19912
H: 3.26508 0.27008 -0.02018
H: 0.64190 1.72999 3.03640
H: -0.43155 2.29647 5.20686
H: -2.02727 0.73706 6.27515
H: -2.62157 -1.41560 5.13932
C: -1.89394 -2.41834 -4.52316
C: -1.58095 -2.23980 -3.01464
N: -0.35999 -1.45954 -2.94891
C: -0.19115 -0.72203 -4.17805
C: 1.29341 -0.59224 -4.42374
F: 1.57686 0.26540 -5.44728
F: 1.93560 -0.14619 -3.30747
F: 1.83634 -1.80944 -4.74116
C: -0.92603 -1.49057 -5.28657
H: -1.76136 -3.45937 -4.85070
H: -2.92636 -2.09361 -4.72357
H: -2.42506 -1.72194 -2.52315
H: -1.45913 -3.22249 -2.53460
H: -0.19552 -0.92344 -2.10712
H: -0.60969 0.29393 -4.13364
H: -0.23025 -2.05564 -5.92874
H: -1.49259 -0.77627 -5.89719

---

(3)
This record from OMol25 describes a cluster of 2 separate species, C3H4O3PS in total at a distorted geometry. The level of theory is the ωB97M-V functional and the def2-TZVPD basis.

Max |F| = 3.04 eV Å⁻¹
Calculated total energy = -1081.96473 Ha
Total charge = -1
Energy above the lowest of the compared OMol25 structures with the same formula, charge and spin = 1.484 eV
Orbital gap (alpha / beta) = 6.76 / 6.75 eV

Cartesian coordinates (Å):
C: -2.76647 1.09988 -0.17939
C: -2.54521 -0.45305 -0.28726
C: 3.07487 -0.70137 -0.01857
O: -2.50587 1.77221 -1.15580
O: -3.31852 1.22296 0.88785
O: -3.23060 -1.41598 -0.24709
P: 0.10669 -0.25145 0.49529
S: 1.63096 0.30584 -0.82108
H: 4.03331 -0.17830 0.11892
H: 3.10785 -1.73789 -0.49754
H: 2.51117 -0.82396 0.89708
H: -0.09818 1.16110 0.80760

---

(4)
This record from OMol25 describes a structure of composition C25H18NO5PW at a distorted geometry. The level of theory is the ωB97M-V functional and the def2-TZVPD basis.

Max |F| = 2.80 eV Å⁻¹
Calculated total energy = -1801.18912 Ha
Total charge = +4
Orbital gap = 3.91 eV

Cartesian coordinates (Å):
W: -0.34159 0.96634 0.72640
O: -3.61729 3.05484 1.61240
C: -2.47299 2.85714 1.46140
O: -1.86779 1.59754 1.51830
C: -1.33259 3.84554 1.18570
C: -1.27869 5.19104 1.51800
C: -0.02329 5.81114 1.55340
C: 1.13961 5.03514 1.45420
C: 1.00611 3.69084 1.14310
N: -0.21009 3.15104 0.84060
C: 2.01271 2.57294 1.37740
O: 3.18201 2.63174 1.48220
O: 1.28091 1.38244 1.46030
H: -2.17629 5.74384 1.77130
H: 0.05211 6.87304 1.76140
H: 2.11591 5.46474 1.64590
O: -0.54179 -0.82566 1.27310
P: -0.15169 -1.77236 0.04550
C: 1.42491 -0.83606 -0.39370
C: 1.33731 0.40764 -1.15080
C: 2.53481 1.15154 -1.30120
C: 3.73611 0.72554 -0.73600
C: 3.79651 -0.47456 -0.04010
C: 2.63641 -1.23216 0.16570
C: -1.25249 -1.02526 -1.26730
C: -2.00749 0.16274 -0.89010
C: -2.68679 0.86094 -1.93870
C: -2.60399 0.42814 -3.25850
C: -1.92169 -0.74506 -3.57060
C: -1.21329 -1.44546 -2.58550
C: -0.20159 -3.49566 0.49260
C: 0.39211 -4.48586 -0.30560
C: 0.24171 -5.80706 0.07420
C: -0.49579 -6.14256 1.20650
C: -1.07429 -5.14976 1.99300
C: -0.93639 -3.81886 1.64690
H: 0.61551 0.53184 -1.99010
H: 2.53911 2.02214 -1.94530
H: 4.64011 1.30564 -0.88220
H: 4.74761 -0.83386 0.33650
H: 2.70411 -2.15886 0.72860
H: -2.59559 0.08564 0.06230
H: -3.36339 1.67884 -1.69600
H: -3.14819 0.95234 -4.03470
H: -1.95039 -1.13416 -4.58230
H: -0.66239 -2.33596 -2.85810
H: 0.95911 -4.23536 -1.19040
H: 0.69461 -6.58426 -0.52650
H: -0.62289 -7.18206 1.48010
H: -1.65009 -5.41536 2.86830
H: -1.38879 -3.04626 2.25830

---

(5)
This record from OMol25 describes a structure of composition C23H57BrNO14S2 at a distorted geometry. The level of theory is the ωB97M-V functional and the def2-TZVPD basis.

Max |F| = 1.69 eV Å⁻¹
Calculated total energy = -5388.85542 Ha
Total charge = -1
Orbital gap = 7.91 eV

Cartesian coordinates (Å):
O: 6.55766 -2.95485 0.26880
S: 7.05850 -1.75270 0.87555
O: 8.33568 -1.96301 1.47578
N: 7.03089 -0.59982 -0.22856
S: 6.73471 0.85418 0.36544
O: 7.40013 1.15545 1.59907
O: 7.00760 1.79415 -0.66896
C: 4.96494 1.04291 0.68093
C: 4.16476 -0.24494 0.86157
C: 2.68731 0.03165 0.85228
Br: 2.05425 0.46066 -0.94824
H: 6.20520 -1.49471 1.89270
H: 4.79866 1.71032 1.51604
H: 4.56306 1.54392 -0.18984
H: 4.36567 -0.65906 1.84398
H: 4.42516 -0.92266 0.05716
H: 2.12289 -0.80694 1.22531
H: 2.45195 0.89141 1.46274
C: -3.54953 3.59551 -3.01875
O: -3.44404 2.19452 -3.18341
C: -2.09580 1.74073 -3.14373
C: -1.74605 1.13827 -1.80241
O: -1.75906 2.11600 -0.77049
C: -2.93450 2.07008 0.01452
H: -4.59708 3.83371 -2.83219
H: -2.95236 3.94737 -2.17411
H: -3.23239 4.11455 -3.93016
H: -1.40707 2.55473 -3.38763
H: -1.99203 0.96904 -3.91286
H: -0.73086 0.73549 -1.85117
H: -2.42610 0.31522 -1.56167
H: -2.90805 1.20029 0.67988
H: -3.83266 2.02289 -0.60602
H: -2.97106 2.97492 0.62162
C: 3.14015 -4.59712 -4.93064
O: 4.09956 -5.26598 -4.13939
C: 4.97709 -4.37098 -3.45396
C: 4.59790 -4.19877 -2.00392
O: 3.33996 -3.53719 -1.86893
C: 2.27614 -4.41669 -1.58156
H: 2.38795 -5.32679 -5.23100
H: 2.65045 -3.79122 -4.37823
H: 3.60662 -4.18473 -5.83362
H: 5.00417 -3.40015 -3.95665
H: 5.97947 -4.80520 -3.50333
H: 5.34587 -3.57194 -1.51419
H: 4.58104 -5.16618 -1.49181
H: 2.33215 -4.75873 -0.53991
H: 2.27683 -5.28563 -2.24611
H: 1.34356 -3.86861 -1.71866
C: -2.76554 8.83295 1.61577
O: -3.58758 7.71625 1.90181
C: -4.43464 7.35365 0.82332
C: -3.89608 6.16321 0.06186
O: -2.69007 6.47003 -0.61578
C: -1.53097 5.98599 0.04925
H: -2.00870 8.89638 2.39574
H: -2.26870 8.73197 0.64837
H: -3.35712 9.75559 1.62617
H: -4.58634 8.20056 0.14703
H: -5.40581 7.08625 1.25313
H: -4.62674 5.87571 -0.70237
H: -3.75608 5.31062 0.73338
H: -1.44668 4.90044 -0.07168
H: -1.54485 6.23474 1.11288
H: -0.66463 6.45628 -0.41200
C: 2.77388 -5.83813 4.87684
O: 3.76976 -6.15672 3.92735
C: 3.54697 -5.54858 2.65924
C: 4.41318 -4.32838 2.45314
O: 4.05564 -3.27368 3.34431
C: 4.94005 -3.15728 4.44568
H: 3.13450 -6.15217 5.85584
H: 2.56846 -4.76507 4.90349
H: 1.84564 -6.37949 4.65620
H: 2.48954 -5.29119 2.53753
H: 3.80396 -6.29148 1.89789
H: 4.26132 -3.95253 1.43754
H: 5.47080 -4.57947 2.55902
H: 5.89255 -2.71886 4.12830
H: 5.12848 -4.12601 4.91470
H: 4.47539 -2.49550 5.17646
C: -8.86617 -1.53131 -0.90260
O: -9.07151 -0.43048 -0.03576
C: -8.15591 -0.39412 1.04809
C: -7.04612 0.60591 0.81262
O: -6.20637 0.21635 -0.26115
C: -6.48591 0.92189 -1.46005
H: -9.45090 -1.35720 -1.80444
H: -7.81476 -1.63866 -1.17796
H: -9.21507 -2.45786 -0.43292
H: -7.73828 -1.38771 1.23606
H: -8.71977 -0.09133 1.93651
H: -6.42083 0.65225 1.71053
H: -7.46084 1.60352 0.63795
H: -6.11074 1.94866 -1.38602
H: -7.55692 0.93886 -1.67612
H: -5.96881 0.42180 -2.27643

---

(6)
This record from OMol25 describes a cluster of 3 separate species, C5H12O2 in total. The level of theory is the ωB97M-V functional and the def2-TZVPD basis.

Max |F| = 0.54 eV Å⁻¹
Calculated total energy = -348.12767 Ha
SMILES = C=CCC.C=O.O
Total charge = 0
Energy above the lowest of the compared OMol25 structures with the same formula, charge and spin = 2.099 eV
Orbital gap = 10.32 eV

Cartesian coordinates (Å):
C: -0.13346 -1.11075 -1.34227
C: -0.46480 0.13271 -1.00313
C: -1.68984 0.52327 -0.21926
C: -1.54230 1.80999 0.59476
H: 0.70768 -1.31600 -2.00095
H: -0.69296 -1.97656 -0.99301
H: 0.14809 0.96179 -1.36314
H: -2.50199 0.66139 -0.94650
H: -2.00384 -0.31272 0.42122
H: -2.51234 2.12556 0.99306
H: -0.83912 1.68833 1.42253
H: -1.16600 2.62221 -0.03850
C: 2.61174 -1.24580 -0.28029
O: 2.49376 -1.83341 0.77004
H: 2.39360 -0.16929 -0.37732
H: 2.94264 -1.76951 -1.19622
O: 0.80493 0.12652 1.92601
H: -0.02752 -0.35884 1.88221
H: 1.47174 -0.55888 1.75077

---

(7)
This record from OMol25 describes a structure of composition C21H59IN8O5P2SSi2 at a distorted geometry. The level of theory is the ωB97M-V functional and the def2-TZVPD basis.

Max |F| = 4.95 eV Å⁻¹
Calculated total energy = -3607.47936 Ha
Total charge = 0
Energy above the lowest of the compared OMol25 structures with the same formula, charge and spin = 0.000 eV
Orbital gap = 8.57 eV

Cartesian coordinates (Å):
C: -0.33567 3.42333 -0.66121
C: -1.24816 2.98312 -1.80751
S: -2.15237 1.41553 -1.58510
C: -0.94896 0.26826 -0.85991
Si: -1.41684 -0.43448 0.83315
C: 0.13647 -0.45583 1.93649
C: 0.27747 0.50948 3.08772
O: 0.89180 0.25636 4.06828
I: -0.62576 2.46769 2.98465
O: -2.71406 0.28410 1.52451
Si: -3.91170 -0.53962 2.34747
C: -3.18667 -1.05333 4.00547
N: -4.19506 -1.89869 4.68464
C: -5.36010 0.60805 2.66741
C: -5.01441 2.06561 2.36943
O: -4.72077 2.22256 0.98004
C: -6.13594 3.03752 2.72704
N: -5.60446 4.32758 3.18708
H: -0.90599 4.00924 0.05979
H: 0.50086 4.02369 -1.01365
H: 0.07043 2.58954 -0.09380
H: -0.65416 2.89705 -2.71693
H: -2.03028 3.72816 -1.93525
H: 0.04492 0.71513 -0.81138
H: -0.85797 -0.59972 -1.51799
H: -1.78186 -1.85565 0.60882
H: 0.20906 -1.43980 2.40357
H: 0.99677 -0.31631 1.27521
H: -4.40772 -1.72295 1.61182
H: -2.24176 -1.58033 3.86540
H: -2.99622 -0.11944 4.55202
H: -3.74513 -2.51450 5.35137
H: -4.79619 -1.30611 5.24431
H: -5.60311 0.52681 3.73330
H: -6.25857 0.32512 2.11590
H: -4.14176 2.37680 2.95963
H: -3.77166 2.32516 0.85826
H: -6.71000 3.18211 1.80413
H: -6.81435 2.59982 3.46095
H: -4.72543 4.50989 2.71558
H: -6.22912 5.06965 2.89857
O: 2.81220 4.52767 0.13849
P: 4.24501 4.17076 0.07902
N: 4.61544 3.99245 -1.55801
C: 5.46481 2.97591 -2.14629
C: 4.15007 5.03105 -2.46400
N: 4.31059 2.69069 0.91614
C: 5.11944 1.55331 0.53052
C: 3.09137 2.27241 1.59194
N: 5.76480 4.67840 0.63955
C: 5.81271 4.90896 2.10018
C: 6.28252 5.89405 -0.02397
H: 6.43764 2.89789 -1.65223
H: 5.66844 3.22626 -3.18720
H: 4.99347 1.99135 -2.13955
H: 4.88838 5.83203 -2.60301
H: 3.23550 5.48462 -2.08306
H: 3.91767 4.61206 -3.44450
H: 4.65049 0.95545 -0.26098
H: 5.26816 0.89951 1.39430
H: 6.11154 1.86109 0.20701
H: 2.36909 1.81457 0.89924
H: 2.60288 3.11168 2.07745
H: 3.33329 1.54389 2.37049
H: 5.14905 5.72010 2.41604
H: 6.83257 5.16530 2.38603
H: 5.53531 4.00450 2.63464
H: 5.57587 6.72949 -0.00059
H: 6.53927 5.67982 -1.05994
H: 7.19868 6.20964 0.47279
O: -0.71133 -5.87337 -0.17999
P: -0.87452 -5.75806 -1.64672
N: 0.23193 -4.54595 -2.08978
C: 0.01487 -3.46081 -3.01944
C: 1.58707 -4.66892 -1.57732
N: -2.48581 -5.24065 -1.80014
C: -2.94561 -4.21354 -2.71243
C: -3.30615 -5.27839 -0.59284
N: -0.90683 -6.58056 -3.14052
C: -1.82676 -7.74059 -3.16251
C: 0.41406 -7.06092 -3.60207
H: -0.37813 -3.78452 -3.98846
H: 0.94981 -2.94529 -3.24115
H: -0.66787 -2.71354 -2.60664
H: 2.25011 -5.22001 -2.25896
H: 1.58501 -5.19159 -0.62118
H: 2.02658 -3.68425 -1.40455
H: -2.77731 -3.20246 -2.32185
H: -4.02003 -4.32659 -2.88099
H: -2.47237 -4.30533 -3.68829
H: -3.13512 -4.41493 0.06091
H: -3.11268 -6.17891 -0.01775
H: -4.36006 -5.29042 -0.88083
H: -1.52972 -8.52242 -2.45636
H: -1.83719 -8.16701 -4.16539
H: -2.83863 -7.42363 -2.92551
H: 0.93720 -7.66357 -2.85336
H: 1.04646 -6.21989 -3.88027
H: 0.28114 -7.66933 -4.49542

---

(8)
This record from OMol25 describes a structure of composition C7H9BBrF6I2NO3PS at a distorted geometry. The level of theory is the ωB97M-V functional and the def2-TZVPD basis.

Max |F| = 1.83 eV Å⁻¹
Calculated total energy = -5085.90092 Ha
Total charge = -1
Orbital gap = 8.50 eV

Cartesian coordinates (Å):
C: 1.97649 -2.20294 -0.14186
C: 3.18720 -1.31912 -0.27445
I: 4.99584 -2.38845 -0.67106
C: 3.14702 -0.00163 -0.13499
I: 4.96155 1.12397 -0.29294
P: 1.57520 0.89132 0.21593
Br: 1.93163 0.50977 2.48058
C: -0.15428 0.21583 0.20968
C: -0.95987 0.45729 1.51093
C: -2.46451 0.37757 1.09153
F: -3.19350 -0.35341 1.98235
N: 1.67777 2.61188 0.35574
C: 2.46701 3.02609 1.20962
O: 3.37242 3.46348 1.78140
S: 1.31766 1.24167 -2.00524
O: 0.82609 0.03873 -2.59106
O: 0.52519 2.39585 -2.24363
F: 2.74315 1.52520 -2.69778
H: 2.28429 -3.23914 -0.01111
H: 1.40148 -1.92802 0.74454
H: 1.32722 -2.16398 -1.01961
H: -0.69471 0.75155 -0.57617
H: -0.22181 -0.84249 -0.02263
H: -0.77981 1.45316 1.90813
H: -0.80688 -0.34639 2.22720
H: -2.53535 -0.07797 0.10564
H: -2.83726 1.40261 1.07572
B: -5.01907 -1.32752 -0.84163
F: -4.22237 -0.26182 -1.34351
F: -5.70328 -0.89750 0.30799
F: -5.94376 -1.71988 -1.82550
F: -4.18076 -2.41571 -0.51384

---

(9)
This record from OMol25 describes a cluster of 2 separate species, C9H14ClN2 in total at a distorted geometry. The level of theory is the ωB97M-V functional and the def2-TZVPD basis.

Max |F| = 2.08 eV Å⁻¹
Calculated total energy = -920.76535 Ha
Total charge = +1
Energy above the lowest of the compared OMol25 structures with the same formula, charge and spin = 0.426 eV
Orbital gap = 5.13 eV

Cartesian coordinates (Å):
C: -2.00578 0.18819 -2.76687
N: -0.68339 -0.44996 -2.74933
C: -0.63895 -1.92560 -2.79691
C: 0.38281 0.30511 -2.71758
Cl: 1.97347 -0.26747 -2.76086
H: -2.75436 -0.60484 -2.77232
H: -2.13624 0.81230 -1.87382
H: -2.12190 0.80617 -3.66690
H: -1.67795 -2.25929 -2.79615
H: -0.14943 -2.27362 -3.71432
H: -0.12897 -2.32593 -1.91247
H: 0.27624 1.39441 -2.71626
N: 1.94148 -0.23956 0.61609
C: 1.19665 0.18579 1.66585
C: 0.68283 -0.74731 2.60179
C: -0.07253 -0.30060 3.68509
C: -0.33645 1.06880 3.85574
C: 0.14590 1.99162 2.91261
C: 0.90222 1.56268 1.82273
H: 2.30627 0.39261 -0.08310
H: 2.19656 -1.21077 0.51287
H: 0.88170 -1.81164 2.44419
H: -0.45882 -1.02623 4.40185
H: -0.92353 1.41312 4.71055
H: -0.06977 3.05458 3.02583
H: 1.27195 2.26745 1.07170